[1]
This record from OMol25 describes 11 unconnected molecules or ions with the total composition C20H60BF4O20 in a non-equilibrium geometry. The level of theory is ωB97M-V/def2-TZVPD.

Lowest unoccupied orbital energy: 2.38 eV
Largest force on an atom: 4.41 eV Å⁻¹
Highest occupied orbital energy: -0.246 Ha
Total charge: -1
Energy relative to the best compared isomer or geometry (same formula, charge and spin): 474.2 kJ/mol
Frontier orbital gap: 9.066 eV

Cartesian coordinates (Å):
C 4.10925 -24.25169 -30.58499
H 4.54262 -28.69468 -32.69095
O 2.64591 -28.49909 -35.22800
H -0.49536 -24.28874 -30.06055
C 2.38534 -33.89693 -29.61676
C 0.29493 -29.22559 -35.20846
C 1.81263 -29.57612 -35.51963
H 2.76264 -34.95735 -27.74291
H 2.45354 -26.69285 -29.33831
H -3.95662 -28.44860 -32.58342
O 4.38394 -28.62989 -25.01511
C 5.82244 -32.02380 -32.51273
H 1.74304 -33.33211 -30.29243
C 3.17775 -25.04771 -29.65056
O -1.70730 -31.70478 -33.08798
F 2.81618 -30.40978 -30.25780
H -4.12128 -31.29989 -32.05354
H 3.44475 -28.82865 -25.01675
O -3.72135 -29.32054 -32.90895
H -0.57352 -27.51297 -29.74444
H 3.37321 -33.60252 -34.75790
H 4.32956 -31.92069 -31.20989
C 4.30811 -28.43838 -27.50066
F 1.36840 -28.95764 -30.81854
H 4.55185 -29.49490 -27.38909
H 7.15101 -30.44190 -32.37526
H 3.53459 -28.64738 -35.55940
H -0.81048 -32.01603 -32.94508
H -0.27330 -29.69324 -28.92183
H 2.17213 -34.69686 -35.28603
O 0.13346 -33.94834 -33.34062
H 0.71946 -25.73827 -27.83015
H 6.43958 -28.21864 -31.67447
O 7.63083 -31.56606 -33.89201
H 2.19852 -30.38437 -34.89842
H -0.80342 -31.41925 -26.51245
H -0.88716 -29.72716 -33.82787
H 4.75901 -28.05125 -28.41439
O 2.78363 -35.09632 -33.35630
C 2.53200 -34.19030 -34.39050
H 0.69080 -35.75994 -27.38664
C -1.21559 -25.22948 -28.53121
H 2.47742 -35.41764 -30.67520
F 2.82522 -29.61650 -32.36657
H 4.35766 -23.20917 -30.38616
H -2.01717 -30.49286 -27.41113
C -0.14610 -26.25756 -28.24155
H 5.09694 -24.70742 -30.65499
H 5.67880 -27.53406 -26.14924
H 5.30493 -31.33618 -33.18165
H 7.93124 -32.09063 -31.97360
H 6.15756 -26.63042 -31.98714
H -0.61009 -31.49878 -29.00560
O 3.13305 -34.78702 -30.36847
O 0.19848 -27.21537 -29.25754
O 1.18111 -31.03915 -28.22410
C 7.20870 -31.51579 -32.55289
H 3.05559 -33.15169 -29.18842
H 0.06807 -28.25033 -35.63916
H 3.75037 -25.06449 -28.72324
H 7.70290 -25.93357 -34.33099
H -1.88618 -31.55846 -31.02676
O 6.85267 -26.37737 -34.28912
C -2.02089 -30.87619 -31.86607
H -0.26602 -34.40946 -34.08182
C -0.18703 -30.66776 -28.44123
H 3.72822 -23.53763 -32.40523
B 2.03115 -30.03551 -31.25759
C 1.37767 -33.35467 -33.81081
H 1.93426 -32.94703 -32.96692
H -2.07072 -25.50358 -29.14905
F 1.07845 -30.97187 -31.61504
O 2.61715 -26.24066 -30.16920
H 6.77851 -28.42336 -34.50092
H 5.84527 -33.09233 -32.72686
H -0.33746 -29.86704 -35.82223
H 0.22327 -29.29835 -26.30926
H 8.56871 -31.37321 -33.96125
H -0.51281 -26.85825 -27.40921
H -1.30640 -30.07451 -31.67924
C 4.60080 -27.69535 -26.15316
H -3.82431 -29.90040 -31.05715
O -0.53297 -24.09310 -29.12145
C -0.97976 -30.50355 -27.07681
H -1.79417 -24.91768 -27.66165
O -0.06574 -29.23033 -33.82331
H 2.68110 -29.20145 -28.11135
O 4.70436 -27.78367 -32.94689
C 6.98227 -27.66351 -33.74646
O 0.90693 -35.64933 -28.31544
O -0.73405 -29.28120 -26.37891
C -3.53951 -30.38009 -31.99356
H 1.52167 -33.85874 -27.59659
H 8.02237 -27.82490 -33.46320
H 1.75808 -30.91651 -28.98149
H 3.60165 -34.76203 -32.98120
O 3.71224 -24.41448 -32.01475
H 2.38445 -24.33630 -29.42106
H 1.08561 -32.53579 -34.46827
H 4.05865 -26.75206 -26.08698
C 1.88833 -34.61159 -28.29437
C 6.08562 -27.59286 -32.49373
O 5.28800 -31.94688 -31.16186
O 3.01305 -28.30738 -28.00160
H 1.88344 -30.02346 -36.51109

***

[2]
This record from OMol25 describes 2 unconnected molecules or ions with the total composition C8H11NO in a non-equilibrium geometry. The level of theory is ωB97M-V/def2-TZVPD.

Lowest unoccupied orbital energy: 0.76 eV
Largest force on an atom: 6.09 eV Å⁻¹
Highest occupied orbital energy: -0.341 Ha
SMILES string: c1ccccc1.CC(N)=O
Energy relative to the best compared isomer or geometry (same formula, charge and spin): 168.8 kJ/mol
Frontier orbital gap: 10.052 eV

Cartesian coordinates (Å):
C 4.47106 -0.02486 0.41670
C -2.49662 -1.35378 -0.06411
C -3.35622 -0.52960 0.62195
C -1.38375 -0.85387 -0.68918
H 2.31597 0.35971 2.06048
H -3.73688 1.30065 1.17310
H 4.79290 -0.94020 -0.04107
H -2.78931 -2.45796 0.01989
N 2.02016 -0.06614 1.02342
O 2.59270 0.01910 -1.13601
C -2.12357 1.43853 -0.23388
C 2.90392 -0.03806 0.05181
H -0.49588 1.01464 -1.44752
H -4.18196 -1.05160 1.18805
C -1.33527 0.57502 -0.89635
H -1.95009 2.50816 -0.32569
C -3.12068 0.84718 0.58654
H 4.83741 0.71756 -0.34589
H 4.79167 0.12742 1.45228
H -0.80289 -1.58508 -1.35884
H 0.98312 -0.04645 0.78851

***

[3]
This record from OMol25 describes 2 unconnected molecules or ions with the total composition C6H12O in a non-equilibrium geometry. The level of theory is ωB97M-V/def2-TZVPD.

Lowest unoccupied orbital energy: 0.91 eV
Largest force on an atom: 1.27 eV Å⁻¹
Highest occupied orbital energy: -0.334 Ha
SMILES string: C/C=C1/C[C@H]1O.C
Energy relative to the best compared isomer or geometry (same formula, charge and spin): 319.2 kJ/mol
Frontier orbital gap: 9.994 eV

Cartesian coordinates (Å):
H 1.63198 1.54818 1.64902
H 2.57905 0.64893 0.45591
O -2.46286 1.76498 0.29762
C -1.96405 -0.74539 0.38654
C -0.71973 -0.00124 0.66003
H -2.14810 1.94921 1.18938
C 1.57176 1.00433 0.70512
H 0.95451 -2.06456 -1.79061
H -1.57981 0.73429 -1.23854
H 2.25253 -1.34529 -0.79809
C 0.57710 -0.10187 0.91719
C -1.73378 0.66521 -0.15867
H 1.57063 -0.39780 -2.15543
H -2.68934 -0.86341 1.18904
H 0.97505 -1.05294 1.27684
H -1.95097 -1.57174 -0.32816
C 1.34868 -1.13793 -1.38827
H 0.53230 -0.73040 -0.78683
H 1.25505 1.69742 -0.08211

***

[4]
This record from OMol25 describes 2 unconnected molecules or ions with the total composition C5H4N2S in a non-equilibrium geometry. The level of theory is ωB97M-V/def2-TZVPD.

Lowest unoccupied orbital energy: -3.82 eV
Largest force on an atom: 5.66 eV Å⁻¹
Highest occupied orbital energy: -0.385 Ha
Energy relative to the best compared isomer or geometry (same formula, charge and spin): 508.3 kJ/mol
Frontier orbital gap: 6.645 eV

Cartesian coordinates (Å):
C -2.67001 0.76028 -1.14320
H 0.63807 -1.13649 1.01116
C 0.17190 -0.29551 0.63979
C 0.03190 -0.49822 -0.84592
S 0.07231 -1.92538 -1.69619
H -0.96241 -0.19720 1.11075
N -3.79444 0.81140 -1.34456
N -0.03644 3.10458 -0.50158
H 0.61332 0.62409 1.08072
H -0.46857 1.01903 -2.50931
C -0.15028 2.02140 -0.89076
C -0.30644 0.71101 -1.46833

***

[5]
This record from OMol25 describes 3 unconnected molecules or ions with the total composition C2H10O2S2 in a non-equilibrium geometry. The level of theory is ωB97M-V/def2-TZVPD.

Lowest unoccupied orbital energy: 0.51 eV
Largest force on an atom: 1.32 eV Å⁻¹
Highest occupied orbital energy: -0.349 Ha
SMILES string: CSSC.O.O
Energy relative to the best compared isomer or geometry (same formula, charge and spin): 32.6 kJ/mol
Frontier orbital gap: 10.016 eV

Cartesian coordinates (Å):
H 2.16623 -2.80860 -0.63457
C -0.65730 -0.43712 -1.67482
C -1.86974 1.46487 1.26913
S -1.61037 1.08443 -1.67796
H 1.29822 0.86170 0.62538
S -0.79105 2.04040 -0.05715
H -2.00266 0.39078 1.26577
H -1.39395 1.65736 2.23971
H -2.78360 2.05798 1.28001
O 2.86389 -2.45380 -0.07123
H -0.98028 -1.13033 -0.90560
H 2.56843 -1.54768 0.08386
H -0.77389 -0.97716 -2.61720
H 0.40647 -0.20912 -1.62792
H 1.54779 -0.30382 1.52220
O 2.01180 0.31013 0.98040

***

[6]
This record from OMol25 describes a molecular structure, C23H32BBr2F22O7PSSi2 in a non-equilibrium geometry. The level of theory is ωB97M-V/def2-TZVPD.

Lowest unoccupied orbital energy: -0.70 eV
Largest force on an atom: 8.87 eV Å⁻¹
Highest occupied orbital energy: -0.305 Ha
Frontier orbital gap: 7.605 eV

Cartesian coordinates (Å):
H -0.92718 4.25846 0.60729
H 6.96456 1.99851 -0.49034
C -3.10333 -8.57907 0.06896
O -3.66345 -6.44175 1.13566
C 1.27526 -1.66719 0.53837
H 5.38989 2.94816 0.95305
C 6.50570 1.19476 0.17916
H -6.73742 -7.96876 3.19708
H -2.59366 -8.12386 -0.78425
C 2.04806 4.55386 2.01379
C 0.89303 6.53802 -2.19031
C -6.61469 -8.07166 2.11556
F -7.80828 -8.45945 1.59666
H -0.61819 2.68038 -1.60138
B 3.82209 1.51050 0.23429
F 1.56313 8.60379 -3.09104
F -3.66078 -2.92653 2.61900
H -2.51638 3.39849 0.41963
C 4.35618 -2.05278 0.64672
O 2.37982 6.83117 -4.11922
H -3.87025 -0.09927 -0.14896
Si 2.04150 1.41057 1.12254
F -5.75774 -9.07932 1.88200
F -1.69993 -7.37158 1.51911
H 4.65118 -0.57588 2.32579
C 1.24782 7.34010 -3.45007
H 0.92579 -3.47892 1.88631
H 1.72794 -1.38990 -0.47474
F -2.20945 -2.26845 0.48310
C 3.86754 -1.32780 2.01175
C -1.45113 3.26069 0.83421
F 0.70302 5.23143 -2.45958
O 3.87518 1.32070 -1.20869
P 2.09033 -0.67730 1.96830
C -2.64640 -1.16263 1.29381
H 4.50250 1.98910 -1.56777
S 2.16824 2.83641 2.73684
C -1.80313 0.44963 -0.69684
H -3.14489 1.07023 1.00974
F -4.38274 -8.80700 -0.28647
F -6.16853 -6.82672 0.13341
H -1.18938 -0.46296 -1.02572
H 6.16098 0.34863 -0.49749
C -6.17418 -6.74683 1.48508
H 4.21056 -3.17460 0.67772
F -7.12012 -5.81285 1.79922
C -3.00012 -7.67384 1.30487
F 1.08949 5.38167 2.57184
C 5.22546 1.80653 0.96019
O 1.22099 2.58050 3.89852
F 2.37266 4.25016 -6.59724
H 5.30686 1.49399 2.04359
H -4.62006 -6.38219 3.00681
C 0.22742 4.56228 -5.72814
F 3.27185 5.23312 2.20797
F -5.07119 -1.85289 1.07727
H 7.30809 0.83275 0.89292
F -2.54180 -9.78727 0.31473
Si -0.62623 1.95806 -0.28583
H 1.60940 6.92619 -6.07122
C 1.72788 4.79474 -5.52356
O 0.95627 1.46691 -0.09815
Br -4.46896 -0.47717 3.50352
H 0.20243 -1.29280 0.53060
C -1.54462 3.07356 2.37009
F 0.22381 7.44667 -4.31503
H -4.91930 -5.08554 1.90304
F -3.43202 -8.26649 2.43226
O -2.26361 2.30193 3.03691
C -4.02758 -1.69857 1.98458
H -0.95814 3.81681 3.02568
F 1.93950 4.45295 0.59704
H -0.11210 5.00205 -6.66979
F -0.03467 3.23102 -5.77260
F 2.18403 4.12415 -4.43940
H 2.10510 -3.78188 0.41896
F -0.52539 5.06107 -4.73347
Br -1.40459 -0.90004 2.82620
H 3.20141 6.28419 -5.85837
H 3.93191 -1.58131 -0.28845
H 3.88923 -2.15612 2.80493
F -0.25644 6.99669 -1.63830
H 0.31670 -3.61651 0.17921
O 3.51498 2.82148 3.45215
C -4.81645 -6.17277 1.95266
H -2.39117 0.71547 -1.64944
C -2.89772 0.13790 0.42079
C 2.19641 6.26577 -5.42862
H 1.69106 6.61513 -1.44698
H 5.49306 -1.89348 0.61275
C 1.19701 -3.23536 0.81324

***

Question: Among the records above, which one has the lowest frontier orbital gap?
Answer: C5H4N2S